Entry 1:
Molecular formula: C3H3N3
Method: DFT, ωB97M-V with the def2-TZVPD basis set

Structure (XYZ):
```
9
Properties=species:S:1:pos:R:3:mulliken_charge:R:1
C 0.00 0.59 0.34 -0.2600
C 1.26 0.07 -0.27 -0.0264
N 1.17 -1.18 0.01 -0.4847
N 0.00 -0.97 0.82 0.1757
N -1.17 -1.18 0.01 -0.4838
C -1.26 0.07 -0.26 -0.0255
H 0.00 1.49 0.93 0.3260
H 2.07 0.55 -0.80 0.3900
H -2.08 0.55 -0.79 0.3889
```

Results
LUMO level ... 0.3587 eV
Strongest force on any atom ... 1.7 eV Å⁻¹
Electronic energy ... -280.2180 Eh
Gap between HOMO and LUMO ... 10.6007 eV
Spin multiplicity ... 1
ΔE to the lowest compared entry with this formula, charge and spin ... 102.2 kcal/mol

=====

Entry 2:
Molecular formula: C3H3N3
Method: DFT, ωB97M-V with the def2-TZVPD basis set

Structure (XYZ):
```
9
Properties=species:S:1:pos:R:3:mulliken_charge:R:1
C 1.58 -1.17 0.07 -0.1656
C -1.26 -1.30 -0.16 -0.4882
C -0.74 -0.04 -0.25 0.5341
N 1.47 -0.04 -0.42 -0.3485
N 0.35 0.72 -0.31 0.1455
N -2.23 -0.04 -0.23 -0.3526
H 2.32 -1.75 -0.47 0.2200
H 0.43 1.67 -0.31 0.2066
H -2.67 0.48 0.60 0.2486
```

Results
LUMO level (alpha / beta) ... -0.8471 / -0.8438 eV
Strongest force on any atom ... 4.6 eV Å⁻¹
Electronic energy ... -280.0636 Eh
Gap between HOMO and LUMO (alpha / beta) ... 7.7854 / 7.3899 eV
Spin multiplicity ... 1
ΔE to the lowest compared entry with this formula, charge and spin ... 199.0 kcal/mol

=====

Entry 3:
Molecular formula: C3H3N3
Method: DFT, ωB97M-V with the def2-TZVPD basis set

Structure (XYZ):
```
9
Properties=species:S:1:pos:R:3:mulliken_charge:R:1
C -0.17 0.69 -0.51 0.5108
C 0.27 -0.06 1.37 -0.2244
C 0.42 -1.12 0.22 -0.0717
H -0.88 1.00 -2.28 0.3105
H 0.19 -0.17 2.35 0.4649
H 0.87 -2.13 0.23 0.3609
N -0.78 1.44 -1.31 -0.5327
N -0.12 0.94 0.84 -0.3736
N 0.19 -0.60 -0.91 -0.4447
```

Results
LUMO level ... -0.8283 eV
Strongest force on any atom ... 6.1 eV Å⁻¹
Electronic energy ... -280.3078 Eh
Gap between HOMO and LUMO ... 9.9370 eV
Spin multiplicity ... 1
ΔE to the lowest compared entry with this formula, charge and spin ... 45.8 kcal/mol

=====

Entry 4:
Molecular formula: C3H3N3O
Method: DFT, ωB97M-V with the def2-TZVPD basis set

Structure (XYZ):
```
10
Properties=species:S:1:pos:R:3:mulliken_charge:R:1
O 1.76 -0.51 0.56 -0.4644
C 0.93 -0.04 -0.40 0.4601
C 0.41 1.29 -0.26 -0.2172
N -0.70 1.19 0.42 -0.0836
N -1.37 0.06 0.61 -0.5338
C -1.10 -0.88 -0.30 -0.0022
N 0.09 -0.94 -0.87 -0.3930
H 1.04 -0.84 1.16 0.4261
H 0.85 2.26 -0.49 0.4174
H -1.82 -1.67 -0.50 0.3906
```

Results
SMILES string ... Oc1cnncn1
LUMO level (alpha / beta) ... -0.5714 / -0.5723 eV
Strongest force on any atom ... 1.2 eV Å⁻¹
Electronic energy ... -355.5015 Eh
Gap between HOMO and LUMO (alpha / beta) ... 9.0869 / 9.0858 eV
Spin multiplicity ... 1
ΔE to the lowest compared entry with this formula, charge and spin ... 86.9 kcal/mol

=====

Entry 5:
Molecular formula: C3H3N3O
Method: DFT, ωB97M-V with the def2-TZVPD basis set

Structure (XYZ):
```
10
Properties=species:S:1:pos:R:3:mulliken_charge:R:1
N -2.52 -0.76 -1.21 -0.5113
C -1.31 -0.81 -1.03 0.5160
N -0.15 -0.92 -0.65 -0.2622
N 0.80 0.04 -0.87 -0.3040
C 1.32 0.61 0.14 -0.0667
C 0.97 0.44 1.58 0.1163
O 0.17 -0.35 2.01 -0.4285
H -2.88 -0.90 -2.15 0.2717
H 2.12 1.31 -0.10 0.3681
H 1.52 1.13 2.26 0.3006
```

Results
SMILES string ... N=C=N/N=C\C=O
LUMO level ... -0.5695 eV
Strongest force on any atom ... 0.7 eV Å⁻¹
Electronic energy ... -355.5284 Eh
Gap between HOMO and LUMO ... 8.7897 eV
Spin multiplicity ... 1
ΔE to the lowest compared entry with this formula, charge and spin ... 70.0 kcal/mol

=====

Entry 6:
Molecular formula: C3H3N3O
Method: DFT, ωB97M-V with the def2-TZVPD basis set

Structure (XYZ):
```
10
Properties=species:S:1:pos:R:3:mulliken_charge:R:1
H -1.49 1.72 0.98 0.2302
N -0.79 1.96 0.17 -0.6336
C -0.01 0.93 -0.22 0.5827
C 1.11 1.06 -1.11 0.1860
N 2.02 1.07 -1.80 -0.2982
N -0.33 -0.36 0.18 -0.1565
C 0.08 -1.61 0.27 0.1851
O 0.66 -2.21 -0.74 -0.5269
H -1.05 -0.37 0.99 0.2238
H -0.19 -2.18 1.29 0.2073
```

Results
SMILES string ... [H]/N=C(/C#N)NC=O
LUMO level ... -0.8854 eV
Strongest force on any atom ... 8.8 eV Å⁻¹
Electronic energy ... -355.5370 Eh
Gap between HOMO and LUMO ... 9.7209 eV
Spin multiplicity ... 1
ΔE to the lowest compared entry with this formula, charge and spin ... 64.5 kcal/mol

=====

Entry 7:
Molecular formula: C3H3N3O
Method: DFT, ωB97M-V with the def2-TZVPD basis set

Structure (XYZ):
```
10
Properties=species:S:1:pos:R:3:mulliken_charge:R:1
N 0.34 2.07 -1.50 -0.4479
C 0.38 0.95 -1.06 0.6024
C 0.54 -0.29 -0.60 -0.6531
C 0.93 -0.50 0.80 -0.0502
O 1.11 0.38 1.62 -0.5173
H -0.53 2.60 -1.46 0.2976
H 0.37 -1.13 -1.26 0.3642
H 1.04 -1.56 1.08 0.3959
N -2.38 -0.92 0.84 0.0348
N -2.02 -1.43 1.75 -0.0263
```

Results
SMILES string ... N=C=CC=O.N#N
LUMO level ... 0.5284 eV
Strongest force on any atom ... 1.9 eV Å⁻¹
Electronic energy ... -355.6100 Eh
Gap between HOMO and LUMO ... 10.1938 eV
Spin multiplicity ... 1
ΔE to the lowest compared entry with this formula, charge and spin ... 18.7 kcal/mol

=====

Entry 8:
Molecular formula: C3H3N3O
Method: DFT, ωB97M-V with the def2-TZVPD basis set

Structure (XYZ):
```
10
Properties=species:S:1:pos:R:3:mulliken_charge:R:1
N -0.13 2.05 0.74 -0.4645
C 0.55 1.04 0.61 0.5388
C 0.94 0.04 -0.09 -0.0585
N 1.75 -0.77 -0.63 -0.5464
H 0.22 2.63 1.55 0.2994
H 2.55 -0.92 -0.07 0.2503
N -1.94 -0.94 -1.07 -0.4845
C -1.30 -1.14 -0.11 0.5364
O -1.04 -1.60 0.90 -0.3749
H -1.60 -0.37 -1.84 0.3040
```

Results
SMILES string ... N=C=C=N.N=C=O
LUMO level ... -0.8696 eV
Strongest force on any atom ... 5.0 eV Å⁻¹
Electronic energy ... -355.5030 Eh
Gap between HOMO and LUMO ... 8.2321 eV
Spin multiplicity ... 1
ΔE to the lowest compared entry with this formula, charge and spin ... 85.9 kcal/mol